C4H12NO2Sn | wB97M-V/def2-TZVPD

ORCA input file:
```
! wB97M-V def2-TZVPD RIJCOSX def2/J DEFGRID3
* xyz 1 1
Sn -10.823 -19.000 7.337
O -8.957 -20.050 5.574
H -8.037 -19.991 5.867
C -14.491 -15.924 9.407
C -13.482 -17.039 9.138
C -14.016 -18.389 9.575
O -12.893 -19.258 9.431
C -13.139 -20.467 10.141
N -13.165 -16.977 7.705
H -14.170 -14.919 9.134
H -14.741 -15.896 10.470
H -15.407 -16.117 8.843
H -12.625 -16.734 9.743
H -14.913 -18.619 8.988
H -14.372 -18.391 10.607
H -13.889 -21.120 9.686
H -13.300 -20.400 11.217
H -12.237 -21.078 10.031
H -13.878 -17.198 7.015
H -12.999 -15.995 7.500
*
```

Results
HOMO level in eV: -12.75
Kohn-Sham gap in Ha: 0.2295